No. 1
32
Properties=species:S:1:pos:R:3:forces:R:3 method="wB97M-V/def2-TZVPD" smiles=Cc1cc(O)cc(O)c1-c1onc(C(F)(F)F)c1-c1cscn1 de_lowest_kj_mol=0.0 gap_ev=9.195 e_homo_ev=-8.8
F 3.828798 0.419044 2.014178 0.01 -1.61 0.57
F 3.040468 0.480710 4.058349 0.35 -1.75 -1.86
F 3.620325 -1.516160 3.239239 -0.10 1.46 -0.97
N 2.689286 -1.409189 -0.609251 -0.55 0.79 0.31
N 0.642387 -0.415296 3.219240 0.85 0.71 -1.62
O -0.502139 -0.275393 2.447797 0.12 -0.62 0.39
O -3.131052 0.386838 -3.529238 0.71 -1.24 1.33
O -0.858392 -2.446295 -0.546996 -0.71 -3.15 -1.93
S 2.503768 0.179122 -2.656613 -0.86 0.09 0.98
C 3.092587 -1.203555 -1.815497 -0.40 0.83 0.34
C 1.653198 -0.386540 2.348269 -1.49 -0.48 0.61
C 1.543540 0.520072 -1.244523 -0.02 0.65 0.16
C 1.801661 -0.383596 -0.273735 0.76 -0.41 -0.70
C 1.133724 -0.308900 1.007300 0.77 -0.64 0.18
C -0.213913 -0.261824 1.115588 0.74 -0.10 2.85
C -1.997592 -1.001716 -1.933114 0.20 -2.74 -1.84
C -2.685605 1.139768 -1.230104 -0.08 -0.71 0.21
C -2.691072 0.160032 -2.238325 1.40 0.16 0.38
C -1.376621 -1.291255 -0.730784 -1.42 3.97 -1.02
C -1.264579 -0.226894 0.143848 -0.11 -0.56 0.77
C -2.030609 0.896029 -0.010665 -0.29 2.10 -0.85
C 3.092463 -0.331736 2.872957 -1.21 2.17 1.92
C -1.978260 1.970288 1.085932 -1.80 -0.12 -0.89
H -3.585288 1.207584 -3.479744 -0.75 1.21 -0.33
H -0.154346 -2.464033 0.035455 2.28 0.03 2.14
H 3.828464 -1.776502 -2.269187 1.12 -1.18 -0.83
H 0.870490 1.352726 -0.986871 0.53 -0.27 -1.01
H -1.723917 -1.838461 -2.643594 -1.13 1.23 0.22
H -3.047882 2.126026 -1.432135 -0.55 0.40 0.05
H -2.183636 1.464233 2.026946 0.66 0.29 0.23
H -2.841791 2.670289 0.984435 0.66 -0.42 -0.24
H -1.074468 2.564584 1.030844 0.32 -0.11 0.41

***

No. 2
11
Properties=species:S:1:pos:R:3:forces:R:3 method="wB97M-V/def2-TZVPD" smiles="CC=C=CN=O" de_lowest_kj_mol=394.2 gap_ev=8.608 e_homo_ev=-9.0
C -1.719993 0.457263 0.205220 -0.05 -0.01 0.08
C -0.459568 0.546478 -0.611707 0.25 -0.04 0.08
C 0.735585 0.330728 -0.142034 -0.14 -0.10 -0.09
C 1.901204 -0.110621 0.271593 -0.08 0.18 -0.01
N 2.227412 -1.529586 0.192715 -0.49 -0.22 -0.16
O 1.302319 -2.240899 -0.114632 0.50 0.20 0.14
H -1.498603 0.242087 1.253165 -0.03 0.05 -0.16
H -2.298327 1.384624 0.145874 0.10 -0.11 0.00
H -2.344609 -0.352586 -0.187549 0.07 0.13 0.05
H -0.553015 0.771476 -1.674127 0.04 0.00 0.12
H 2.707594 0.501037 0.661486 -0.16 -0.08 -0.05

***

No. 3
10
Properties=species:S:1:pos:R:3:forces:R:3 method="wB97M-V/def2-TZVPD" total_charge=+1 de_lowest_kj_mol=237.7 gap_ev=8.194 e_homo_ev=-13.4
C -0.046696 -0.118794 0.004178 -1.20 0.86 -0.67
C 2.311447 -0.345774 0.021092 0.11 -3.88 0.92
N -1.170752 0.577149 -0.034225 -0.22 -0.07 -0.44
N 1.156388 0.455019 0.139568 0.19 -1.47 -0.31
S 3.804185 0.166546 -0.040216 -0.62 -0.12 -0.11
H -0.221360 -1.234508 -0.182154 1.08 1.66 0.65
H 1.948327 -2.024261 0.199947 0.66 4.22 -0.58
H -2.055376 0.161315 -0.259953 -0.03 -1.16 0.17
H -1.345643 1.559928 -0.180534 1.22 0.56 0.47
H 1.441050 1.451268 0.233447 -1.16 -0.61 -0.11

***

No. 4
45
Properties=species:S:1:pos:R:3:forces:R:3 method="wB97M-V/def2-TZVPD" total_charge=+2 gap_ev="4.380 / 5.066" e_homo_ev="-15.3 / -15.4"
C -2.516234 -0.975308 -1.057474 0.72 -0.59 -0.75
N -1.184463 -0.773483 -1.069894 -0.63 -0.18 0.23
N -0.661300 -1.640949 -2.018511 0.15 0.50 0.52
C -1.652534 -2.347023 -2.589832 -0.23 0.41 0.53
C -2.852008 -1.956151 -2.004853 0.10 0.00 0.02
B 0.865130 -1.740122 -2.264847 -0.90 1.11 -0.20
N 1.399671 -0.301252 -2.491204 -0.23 0.36 0.76
N 1.136999 0.731367 -1.597856 0.65 0.51 -0.42
C 1.789091 1.820476 -2.046446 0.21 -1.28 -0.88
C 2.471974 1.495293 -3.230259 -0.36 -0.33 0.35
C 2.191396 0.150345 -3.475830 -0.09 0.83 0.67
Zn 0.006385 0.618533 0.049716 0.33 -1.77 -2.67
N 1.478873 -2.219776 -0.917530 1.82 -2.79 0.13
N 1.324208 -1.462219 0.209505 0.49 0.22 2.83
C 1.941162 -2.080896 1.214303 -1.04 1.30 -1.21
C 2.524257 -3.268180 0.729036 0.51 -0.46 1.06
C 2.201757 -3.318090 -0.627813 -1.68 1.79 -2.46
H 1.955920 -1.681990 2.213903 0.01 0.04 0.03
H 2.421469 -4.029873 -1.407446 0.12 -0.13 0.11
H 3.098625 -3.986047 1.275948 0.19 -0.25 0.19
H 1.141631 -2.483845 -3.153820 0.03 0.03 0.12
H 2.485022 -0.514586 -4.271577 0.07 0.09 -0.03
H -1.422416 -3.062673 -3.372434 -0.16 0.15 0.20
H 3.080619 2.147725 -3.813817 0.17 0.20 -0.27
H -3.835103 -2.330634 -2.236245 0.03 0.05 -0.01
H 1.739594 2.757857 -1.515501 0.03 -0.09 -0.11
H -3.166724 -0.421564 -0.393762 0.15 -0.11 -0.17
H 1.515721 2.723694 1.141932 0.01 0.03 -0.06
C 0.675010 3.302007 0.755780 0.42 0.73 0.33
H 1.070297 4.108494 0.115865 -0.30 -0.49 0.09
H -0.020659 2.662924 0.180853 -0.14 0.55 -0.05
H 0.153923 3.776437 1.603037 0.08 -0.35 -0.46
C -2.794734 1.002487 1.921059 -0.36 -0.11 -0.05
C -1.472389 1.443307 2.546163 -0.37 0.45 -2.09
C -1.539521 1.401394 4.068231 0.73 -0.43 0.77
C -0.322116 0.624709 2.006664 -0.77 0.05 3.99
H -2.948639 -0.077713 2.033806 0.01 0.13 0.08
H -2.833240 1.232754 0.848661 0.02 0.08 0.16
H -3.644128 1.512847 2.389785 0.22 -0.10 -0.11
H -1.295874 2.485248 2.246748 -0.12 -0.12 0.32
H -1.681061 0.381343 4.430257 -0.05 0.02 -0.02
H -0.619241 1.788989 4.505838 -0.03 0.00 0.09
H -2.366715 2.011292 4.433709 -0.02 0.03 -0.28
H 0.629035 0.936200 2.450107 0.32 0.18 -0.65
H -0.468668 -0.443349 2.186044 -0.10 -0.25 -0.64

***

No. 5
40
Properties=species:S:1:pos:R:3:forces:R:3 method="wB97M-V/def2-TZVPD" total_charge=+2 de_lowest_kj_mol=2265.9 gap_ev=4.838 e_homo_ev=-15.0
Ba -0.355891 -2.330066 -0.396495 1.51 7.71 0.93
O 0.002872 -2.722973 2.629328 1.02 -0.98 8.09
C -0.129031 -2.631641 1.573718 0.99 -0.99 8.33
C -0.570048 -1.934688 -2.348859 -0.91 1.82 -8.08
O -0.669952 -1.655508 -3.374076 -0.71 1.99 -8.07
C -2.345865 -2.130978 -0.136669 -7.18 -1.09 0.67
O -3.385899 -1.969952 0.008790 -8.85 1.94 1.33
C 1.605613 -2.700600 -0.679990 5.81 -2.99 -1.10
O 2.646467 -2.836146 -0.821626 9.66 -0.65 -1.24
C -0.652611 -4.694684 -0.077042 -1.01 -3.72 -3.51
H 0.288936 -5.059873 0.318280 0.30 0.31 0.13
H -1.519072 -4.800556 0.566852 -0.15 0.38 0.20
C -0.804078 -4.454414 -1.428064 -0.34 -4.75 2.24
H -1.791801 -4.367715 -1.867637 -0.18 0.44 -0.02
H 0.016147 -4.627008 -2.116362 0.28 0.36 -0.08
C 1.151143 1.256986 3.421523 0.24 -0.04 0.05
C -0.145827 0.706453 2.836342 -0.63 0.01 1.22
O -0.571969 1.366340 1.660338 0.27 -0.50 -1.49
P 0.427698 0.918748 0.286218 1.49 1.84 4.43
O 1.248187 2.396910 0.745718 -1.01 -3.48 -2.62
C 0.832710 3.543643 0.017188 0.29 2.04 -0.62
C -0.488742 4.112228 0.519149 -0.18 0.03 -0.02
O 1.343782 0.379330 -1.117299 -1.72 0.94 0.57
C 0.955935 1.025119 -2.337077 0.64 0.23 -1.80
C -0.531597 1.398424 -2.510574 0.18 0.11 0.22
H 2.005700 1.076105 2.742241 -0.32 0.24 0.36
H 1.365208 0.737499 4.375167 -0.16 0.29 -0.40
H 1.051046 2.342465 3.617175 0.17 -0.63 -0.15
H -0.058426 -0.371490 2.659125 0.16 -0.03 -0.04
H -0.946654 0.836739 3.581792 0.14 -0.14 -0.33
H 1.608718 4.309799 0.160813 -0.08 -0.37 0.05
H 0.812139 3.358645 -1.067248 -0.03 -0.03 0.28
H -0.412111 4.341717 1.600371 -0.18 -0.18 -0.63
H -0.712536 5.046434 -0.030597 0.14 -0.44 0.28
H -1.320639 3.402984 0.349482 0.26 0.38 0.20
H 1.603242 1.906453 -2.494612 -0.35 -0.33 0.07
H 1.200927 0.316292 -3.145099 0.09 0.29 0.20
H -0.872858 2.179566 -1.810456 0.12 -0.11 -0.14
H -0.679671 1.794868 -3.535078 0.05 -0.23 0.57
H -1.201193 0.534544 -2.374750 0.15 0.32 -0.08

***

No. 6
16
Properties=species:S:1:pos:R:3:forces:R:3 method="wB97M-V/def2-TZVPD" de_lowest_kj_mol=209.6 gap_ev="8.417 / 8.416" e_homo_ev="-8.9 / -8.9"
C -1.738167 0.383068 0.344045 -2.74 -0.06 0.73
C -0.315907 -2.184777 0.699407 -1.52 -0.08 0.95
C 1.250425 -2.795785 -1.166323 1.60 -1.49 0.40
C -0.185071 -1.211456 -0.481387 0.48 -0.23 1.60
C -1.377708 2.974391 1.472354 -1.29 -1.20 2.32
C -0.710668 0.022704 -0.534204 1.07 1.67 -1.66
N -2.753315 0.611627 0.871242 1.59 -0.66 -0.41
N 0.748875 -1.677714 -1.348580 -0.29 2.21 -2.98
O -0.951734 3.204381 0.388826 0.89 0.57 -0.47
S 0.880353 -3.508783 0.414204 0.09 -0.37 -0.29
H -1.314623 -2.672466 0.848365 0.64 0.51 -0.57
H 1.989221 -3.214804 -1.924505 -1.04 0.24 1.36
H -0.170910 -1.664090 1.667569 0.35 -0.25 -0.59
H -2.376968 2.500736 1.625293 0.20 0.83 -0.26
H -0.863948 3.008716 2.501736 0.37 0.58 -1.32
H -0.420767 0.894468 -1.264328 -0.42 -2.26 1.20